18
Properties=species:S:1:pos:R:3:forces:R:3 method="wB97M-V/def2-TZVPD" total_energy_ev=-7424.99001 charge=0 e_above_lowest_kcal_mol=53.53 e_homo_ev=-9.63 smiles=CCCCOC
C 2.483 -0.249 0.590 -0.10 0.12 -0.01
C 1.066 -0.465 0.021 -0.20 0.22 -0.29
C 0.030 0.636 0.429 -0.03 0.87 -0.82
C -1.176 1.085 -0.812 1.19 -0.22 0.91
O -2.445 0.568 -0.591 0.11 0.05 0.05
C -2.239 -0.743 -0.155 0.18 -0.39 0.26
H 2.855 0.752 0.346 -0.06 -0.10 0.03
H 3.198 -0.971 0.170 -0.27 0.12 0.06
H 2.525 -0.360 1.681 -0.14 0.05 -0.18
H 0.752 -1.486 0.306 -0.22 0.50 -0.06
H 1.135 -0.473 -1.070 0.06 -0.04 -0.02
H -0.196 0.425 1.509 -0.78 0.46 -1.07
H 0.534 1.588 0.479 0.62 0.36 -0.04
H -1.364 2.162 -1.026 0.83 -0.51 0.73
H -0.728 0.646 -1.722 0.02 0.01 0.19
H -3.160 -1.120 0.292 0.23 -0.07 0.02
H -1.378 -0.606 0.529 -1.22 -1.40 0.18
H -1.893 -1.390 -0.977 -0.22 -0.02 0.04

***

18
Properties=species:S:1:pos:R:3:forces:R:3 method="wB97M-V/def2-TZVPD" total_energy_ev=-7425.48829 charge=0 e_above_lowest_kcal_mol=42.04 e_homo_ev=-9.86 smiles="C=CC.C=O.C"
C -1.167 1.334 -0.083 0.13 0.07 0.03
C 0.063 1.847 -0.061 -0.16 -0.04 -0.01
C 1.163 1.396 0.852 -0.01 -0.04 0.06
H -1.932 1.705 -0.761 0.14 -0.03 0.08
H -1.456 0.532 0.595 0.07 0.12 -0.11
H 0.308 2.655 -0.753 -0.05 -0.09 0.10
H 0.843 0.550 1.470 0.03 0.14 -0.09
H 2.043 1.078 0.282 -0.13 0.07 0.07
H 1.474 2.212 1.515 -0.03 -0.10 -0.10
C 0.679 -0.488 -1.898 0.30 -0.16 0.16
O 1.569 -0.989 -1.255 -0.39 0.22 -0.35
H 0.855 0.377 -2.566 0.01 -0.09 0.08
H -0.360 -0.865 -1.865 0.12 -0.02 0.04
C -0.814 -2.267 0.904 0.00 -0.02 -0.01
H -0.877 -3.347 1.064 0.02 0.16 -0.02
H -1.668 -1.944 0.302 0.13 -0.06 0.10
H -0.841 -1.758 1.872 0.00 -0.08 -0.15
H 0.118 -2.026 0.385 -0.17 -0.06 0.11

***

18
Properties=species:S:1:pos:R:3:forces:R:3 method="wB97M-V/def2-TZVPD" total_energy_ev=-7423.33243 charge=0 e_above_lowest_kcal_mol=91.76 e_homo_ev=-8.21 smiles="C=CO.CCC"
C 3.352 2.372 -2.630 -0.43 0.21 0.29
C 2.851 1.189 -2.155 -0.11 0.50 0.69
O 2.565 1.118 -0.802 -2.02 1.00 -1.31
H 2.794 3.254 -2.295 0.84 0.06 1.30
H 4.339 2.602 -3.002 -0.49 -0.46 -1.64
H 2.266 0.443 -2.685 1.68 -1.11 -0.34
H 2.309 2.053 -0.648 0.51 -0.19 1.03
C -2.512 -0.054 1.502 -0.54 -0.26 -1.33
C -1.447 -1.135 1.723 -0.36 0.67 0.47
C -1.487 -2.320 0.768 -0.09 -1.21 0.44
H -2.717 0.036 0.427 0.37 0.36 0.00
H -3.513 -0.302 1.865 0.21 -0.19 0.51
H -2.219 0.919 1.888 -0.01 -0.01 0.09
H -0.484 -0.635 1.656 0.19 -0.10 0.17
H -1.616 -1.442 2.757 0.53 -0.30 -0.01
H -2.372 -2.316 0.133 0.11 0.11 -0.23
H -1.525 -3.272 1.311 -0.35 0.17 0.21
H -0.585 -2.510 0.186 -0.04 0.75 -0.33

***

18
Properties=species:S:1:pos:R:3:forces:R:3 method="wB97M-V/def2-TZVPD" total_energy_ev=-7426.22929 charge=0 e_above_lowest_kcal_mol=24.95 e_homo_ev=-9.99 smiles=CC(C)CCO
C 1.364 0.027 -1.925 -0.30 -0.88 0.35
C 0.719 -0.291 -0.560 -0.47 0.33 1.31
C 0.188 -1.709 -0.391 -0.45 -0.58 -1.19
C -0.324 0.805 -0.216 -0.50 -0.35 0.34
C -1.326 0.523 0.918 0.19 0.57 1.38
O -0.671 0.698 2.191 0.25 -0.10 0.75
H 2.311 0.540 -1.685 -0.61 0.34 -0.90
H 1.606 -0.903 -2.454 0.26 0.06 0.22
H 0.618 0.499 -2.596 0.85 0.41 0.42
H 1.497 -0.241 0.226 -0.10 0.22 -0.45
H -0.828 -1.890 -0.788 0.31 0.33 0.01
H 0.190 -2.126 0.614 0.15 0.38 0.14
H 0.854 -2.305 -1.010 0.00 -0.55 0.16
H 0.209 1.672 0.151 0.28 0.49 -0.05
H -0.814 1.171 -1.117 -0.30 -0.32 -0.11
H -2.219 1.203 0.958 0.78 -0.38 -0.66
H -1.704 -0.488 1.108 -0.01 -0.02 -1.17
H 0.119 1.252 2.194 -0.33 0.04 -0.53

***

18
Properties=species:S:1:pos:R:3:forces:R:3 method="wB97M-V/def2-TZVPD" total_energy_ev=-7427.00158 charge=0 e_above_lowest_kcal_mol=7.14 e_homo_ev=-9.55 smiles="CCC(C)=O.C"
C -1.771 -1.674 -0.320 -0.10 -0.12 0.05
C -0.735 -0.587 -0.638 0.13 0.11 -0.09
C 0.089 -0.410 0.623 -0.05 -0.24 0.11
C -0.436 0.610 1.613 0.07 0.02 0.05
O 1.046 -1.115 0.859 -0.23 0.29 -0.04
H -1.293 -2.657 -0.293 -0.04 0.15 -0.01
H -2.225 -1.511 0.666 0.02 0.02 -0.19
H -2.576 -1.695 -1.054 0.06 -0.01 -0.02
H -0.081 -0.888 -1.464 -0.12 -0.02 0.19
H -1.220 0.359 -0.915 0.03 -0.20 0.13
H -0.090 0.374 2.620 -0.01 0.04 -0.12
H -0.051 1.595 1.328 -0.04 -0.09 0.02
H -1.530 0.669 1.588 0.21 -0.04 -0.01
C 2.201 1.435 -0.924 0.08 0.02 0.02
H 2.252 2.035 -0.011 -0.05 -0.09 -0.15
H 2.865 1.868 -1.674 -0.07 -0.05 0.06
H 2.507 0.412 -0.698 -0.01 0.15 -0.05
H 1.180 1.426 -1.313 0.12 0.06 0.05

***

18
Properties=species:S:1:pos:R:3:forces:R:3 method="wB97M-V/def2-TZVPD" total_energy_ev=-7426.71792 charge=0 e_above_lowest_kcal_mol=13.68 e_homo_ev=-9.72 smiles=CCCOCC
C -2.012 -0.612 1.782 -0.02 -0.04 0.06
C -1.620 0.319 0.639 0.01 0.03 -0.03
C -0.116 0.324 0.426 -0.07 -0.15 0.22
O 0.180 0.950 -0.801 -0.04 0.02 -0.03
C 1.536 0.827 -1.177 0.25 0.01 -0.10
C 1.904 -0.576 -1.649 -0.03 -0.06 -0.02
H -3.092 -0.603 1.956 0.15 0.02 -0.02
H -1.519 -0.328 2.719 -0.08 -0.02 -0.13
H -1.720 -1.645 1.556 -0.05 0.14 0.04
H -1.969 1.341 0.830 0.05 -0.13 -0.03
H -2.089 -0.007 -0.297 0.04 0.02 0.12
H 0.394 0.848 1.255 -0.06 -0.05 -0.13
H 0.249 -0.714 0.431 -0.07 0.12 0.00
H 2.191 1.139 -0.347 -0.10 -0.06 -0.08
H 1.681 1.539 -1.995 -0.01 -0.08 0.12
H 2.953 -0.610 -1.956 -0.10 0.03 0.01
H 1.283 -0.861 -2.504 0.08 0.05 0.09
H 1.766 -1.331 -0.868 0.06 0.15 -0.10

***

18
Properties=species:S:1:pos:R:3:forces:R:3 method="wB97M-V/def2-TZVPD" total_energy_ev=-7423.22577 charge=0 e_above_lowest_kcal_mol=94.22 e_homo_ev="-7.04 / -7.18"
C 2.368 -0.396 -0.584 0.03 0.03 -0.02
C 1.471 -0.955 0.529 -0.01 -0.08 0.06
C 0.329 -0.054 0.841 0.77 0.35 0.24
O -0.824 -0.578 1.158 0.13 -0.91 -0.03
C -1.923 0.071 1.399 -0.62 0.48 0.56
C -1.642 0.818 -1.272 0.12 0.08 -0.32
H 3.242 -1.040 -0.734 -0.14 0.09 0.03
H 2.737 0.606 -0.333 -0.07 -0.15 -0.01
H 1.829 -0.324 -1.535 0.04 -0.01 0.18
H 2.082 -1.117 1.429 0.03 -0.08 -0.09
H 1.074 -1.932 0.230 0.05 0.12 0.09
H 0.473 1.000 1.076 -0.02 -0.09 -0.06
H -0.784 0.548 -0.628 -0.58 0.28 -0.46
H -1.890 1.149 1.500 -0.03 -0.16 0.03
H -2.823 -0.518 1.452 0.13 -0.02 0.09
H -2.194 1.689 -0.909 0.17 -0.13 -0.06
H -2.336 -0.017 -1.387 0.17 0.11 0.01
H -1.190 1.052 -2.233 -0.15 0.09 -0.23

***

18
Properties=species:S:1:pos:R:3:forces:R:3 method="wB97M-V/def2-TZVPD" total_energy_ev=-7419.18552 charge=0 e_above_lowest_kcal_mol=187.39 e_homo_ev="-8.23 / -7.05"
C 0.506 -1.881 1.464 0.29 -0.80 0.50
C -0.175 -0.867 -1.123 -0.91 0.09 -0.87
C -0.207 0.450 -1.305 -1.00 -0.51 -1.11
C -1.463 1.153 -0.893 -0.02 0.45 0.22
C 1.245 1.294 0.442 1.07 0.41 0.54
O 0.459 1.598 1.322 0.02 0.06 0.18
H 0.858 -1.847 2.474 0.32 -0.07 0.42
H 1.291 -2.219 0.761 -0.35 0.74 0.25
H -0.339 -2.589 1.403 -0.03 0.83 -0.09
H 0.101 -1.477 -1.972 1.17 -0.51 0.57
H -0.865 -1.265 -0.398 0.07 -0.32 0.01
H 0.308 0.863 -2.170 0.14 0.10 0.14
H -1.921 0.756 0.021 0.36 0.10 -0.06
H -1.280 2.218 -0.797 -0.40 0.29 0.12
H -2.188 0.949 -1.702 0.26 0.42 0.28
H 1.543 2.048 -0.307 -0.46 -0.23 -0.08
H 1.907 0.412 0.512 -0.56 -0.09 0.01
H 0.222 0.403 2.269 0.02 -0.96 -1.03